100
Properties=species:S:1:pos:R:3:forces:R:3 method="wB97M-V/def2-TZVPD" e_lumo_ha=0.0091 orbital_gap_ev=8.60 e_homo_ev=-8.357 relative_energy_kcal_mol=25.3 charge=0
H 2.674 -0.080 -3.951 -3.5994 -0.8971 0.2671
H 3.782 2.364 0.110 -0.9690 2.4692 -1.8003
O -3.736 -0.134 3.311 -1.7647 -0.3529 0.3218
H -0.671 1.787 -5.303 4.0817 4.9321 -1.3060
H 4.199 5.742 -1.921 -1.4520 -3.0308 -0.9564
C -0.767 4.046 -0.590 0.0078 0.1306 -0.1212
C 3.041 -1.029 3.512 4.8555 -1.7734 -1.4351
H -5.322 -0.812 4.703 3.2083 0.8716 0.1682
H 0.455 2.954 3.422 -0.6308 -0.1539 0.2258
H -3.488 4.256 1.030 -1.5091 -0.2706 -0.0334
H -0.041 -1.314 1.911 1.1978 -0.4637 0.8666
H -2.099 -4.310 -3.567 -3.4351 -2.7249 -0.1125
H 4.941 -2.529 5.271 -1.9242 -0.1370 -1.6387
C -1.874 3.582 0.249 0.4432 -2.7232 1.5713
H 3.935 0.638 -4.850 -0.4599 0.1458 2.6108
H 1.107 -0.363 3.985 0.1854 -0.6747 -0.3406
O -0.560 0.037 -0.176 1.8271 1.1742 1.0999
H 0.885 0.972 2.197 -3.7383 0.9793 1.4068
N -3.625 -2.217 0.326 -0.8949 3.3463 -1.1977
C -1.213 -4.437 0.626 0.9529 2.7015 -1.2941
H -4.618 -2.376 0.389 0.0731 -0.3715 -0.1714
H 1.383 -1.509 1.128 1.3158 -0.4262 -1.0735
H 2.477 3.379 -0.770 -2.7350 0.0318 0.6537
O -0.765 4.174 2.303 -1.3349 -1.2959 -0.2597
H 4.309 -0.612 -3.685 -0.4653 0.3799 0.7103
H -0.351 -4.820 0.977 3.0029 -2.1594 1.2510
O 0.143 0.057 -2.191 1.7962 0.4437 -0.9982
C 3.609 0.239 -3.764 4.8767 2.1749 -1.0506
C -3.926 -1.308 2.482 2.0791 -0.6700 3.1419
H 1.879 0.788 1.433 2.6292 -1.5317 -2.5266
H 0.001 3.379 -0.808 0.9680 -1.7333 -0.5327
O 1.578 0.872 -0.590 -1.9756 -0.6215 0.0908
N -2.734 4.693 0.547 -1.0830 1.1404 1.1063
H -1.940 1.068 -6.037 0.6784 -1.0793 1.6762
H -1.356 -5.715 -1.550 0.6019 1.2051 -0.4751
H -4.396 0.678 5.017 0.3325 1.2905 0.9137
H -0.189 -0.102 -4.033 2.9712 0.3431 9.5207
H -2.220 -1.769 -0.848 -2.0030 -1.4720 3.0344
H 2.730 4.917 -2.469 0.4561 0.5629 0.1904
O 3.112 -2.371 3.905 -0.4280 -3.6335 1.1701
H -3.885 1.167 0.935 0.9837 1.6510 1.9777
H -3.736 0.526 -0.487 0.0665 -0.7997 -1.4139
H 3.840 2.995 -3.960 -0.1455 -1.5946 1.7133
C -0.262 3.791 3.543 -1.4510 -2.2547 1.0740
C -1.274 1.067 -5.096 -1.8224 -4.4620 -1.2770
H -5.148 0.192 0.626 0.4998 -0.6640 -0.5894
H -2.411 2.704 -0.290 0.4972 1.6543 0.7917
N -1.419 -3.682 -3.392 4.6968 2.0520 -4.8609
C 4.335 -2.948 4.332 1.7384 1.0688 2.2477
H 5.136 -3.130 3.670 1.0877 1.9432 -2.4923
H -3.217 -2.003 3.007 -0.8549 -0.5358 -0.3540
C -4.172 -0.298 4.707 -6.0671 0.2962 -5.2212
C 1.040 -1.641 2.115 -2.2443 0.3043 2.5688
C 1.727 -0.596 3.096 -3.0621 -0.7956 -2.9344
H 3.316 -0.542 4.388 0.9842 1.9539 1.2083
H 0.734 -2.356 -2.405 -0.2333 -1.5322 -1.8300
C -4.047 0.250 0.488 -0.0005 -2.4632 1.1165
H -1.465 -2.373 -2.184 -1.8851 1.0698 0.3442
N 1.765 0.647 2.388 1.7406 1.8491 2.1227
H 2.140 0.771 -1.359 0.8590 0.2795 -0.5922
C -0.207 -4.388 -2.935 -2.1342 -1.2481 0.5745
H 1.062 -2.657 2.578 0.0505 0.5461 -0.8950
H 0.321 4.523 3.966 1.2545 2.2984 0.5864
H 0.327 -5.473 -1.174 -0.3540 0.6378 -0.0946
O -0.919 -3.874 -0.634 -0.4089 -0.8316 -1.4305
H -0.261 4.889 -0.258 0.7834 1.6622 1.5632
H 0.125 -5.365 -3.533 -0.8272 2.0557 0.9210
H -2.408 5.249 1.381 0.6093 -0.6366 -1.5358
H -1.290 -3.604 1.240 -0.7099 1.7084 1.4054
O 3.799 1.166 -2.574 -0.1882 0.0169 -2.9726
H -1.739 1.326 -4.224 -2.0103 0.6385 2.0573
N 3.744 4.837 -2.363 0.1311 4.4628 -0.9661
H 3.771 4.163 0.158 0.1919 1.5290 0.8647
H -3.483 -0.825 5.172 2.9875 -2.4694 2.7728
H 4.473 -4.012 4.470 -2.5565 -0.9265 1.0673
H -2.001 -5.070 0.774 -2.3354 -1.7792 -0.4726
H 1.423 -3.874 -2.162 2.7485 -0.6480 0.9446
C -0.553 -4.892 -1.568 -0.0421 -2.5383 1.7789
H -1.071 -3.569 -4.511 -1.6018 0.8145 3.6118
C -3.268 -1.081 1.175 -3.8617 3.0795 -2.4792
C 4.053 3.569 -1.902 2.9584 -2.2737 1.8716
H -1.982 2.451 2.150 -4.6462 -1.4224 3.0730
H 3.909 -1.070 2.720 -1.7367 1.5238 0.8430
H -1.234 -0.983 -1.519 3.1220 3.5309 0.4270
C 0.369 0.343 -0.992 -2.2100 -1.3289 0.4318
H 5.230 3.432 -1.881 -2.1794 0.1373 -0.1945
H -1.219 4.433 -1.434 -0.7967 0.3908 -2.4247
H 2.234 2.547 -3.080 3.1195 0.6160 0.8339
O -0.465 -0.089 -4.826 -3.8646 -0.4259 -10.7402
C 3.466 3.402 -0.485 2.8945 -4.5218 0.1476
H 1.301 -3.564 -3.984 0.1308 1.5794 2.1215
H -0.591 2.143 1.724 -0.5426 1.7989 -1.7450
H -3.084 -2.940 0.585 1.5724 -3.6357 1.1514
C -1.393 3.015 1.604 6.2471 1.4543 -1.4886
O -1.945 -1.542 -1.693 -0.0753 -2.8606 -5.0413
H -2.216 -0.872 1.174 0.5132 -0.0686 0.2722
C 0.887 -3.396 -2.908 0.6202 0.7193 -1.4848
H -4.946 -1.850 2.439 1.1151 1.5381 0.0996
H -1.061 3.585 4.396 1.1568 -0.0651 -1.8992
C 3.497 2.560 -2.922 -2.6510 -0.2050 -1.8293